{"formula": "C48H74N8O8S4", "method": "the ωB97M-V functional and the def2-TZVPD basis", "species": ["O", "S", "O", "C", "C", "C", "C", "H", "H", "H", "H", "H", "H", "H", "H", "O", "S", "O", "C", "C", "C", "C", "H", "H", "H", "H", "H", "H", "H", "H", "O", "S", "O", "C", "C", "C", "C", "H", "H", "H", "H", "H", "H", "H", "H", "O", "S", "O", "C", "C", "C", "C", "H", "H", "H", "H", "H", "H", "H", "H", "C", "C", "C", "N", "C", "H", "H", "H", "H", "H", "C", "C", "C", "N", "C", "H", "H", "H", "H", "H", "C", "C", "C", "N", "C", "H", "H", "H", "H", "H", "C", "C", "C", "N", "C", "H", "H", "H", "H", "H", "C", "C", "C", "N", "C", "H", "H", "H", "H", "H", "C", "C", "C", "N", "C", "H", "H", "H", "H", "H", "C", "C", "C", "N", "C", "H", "H", "H", "H", "H", "C", "C", "C", "C", "N", "H", "H", "H", "H", "H", "H", "H"], "positions_angstrom": [[5.906, 3.502, 0.793], [4.553, 3.289, 1.243], [4.156, 3.884, 2.507], [3.393, 3.695, -0.143], [2.762, 2.370, -0.592], [3.693, 1.226, -0.192], [4.069, 1.549, 1.221], [3.876, 4.137, -1.015], [2.642, 4.440, 0.122], [1.787, 2.160, -0.146], [2.601, 2.356, -1.669], [4.596, 1.138, -0.804], [3.226, 0.243, -0.282], [4.781, 0.948, 1.782], [3.170, 1.560, 1.851], [-2.668, -1.304, -3.210], [-4.118, -1.451, -3.341], [-5.024, -1.098, -2.265], [-4.627, -0.642, -4.889], [-4.704, -1.737, -5.956], [-5.172, -3.023, -5.261], [-4.405, -3.147, -3.952], [-4.012, 0.215, -5.146], [-5.653, -0.309, -4.722], [-5.419, -1.466, -6.732], [-3.744, -1.892, -6.454], [-5.005, -3.891, -5.898], [-6.261, -2.971, -5.171], [-3.398, -3.397, -4.288], [-4.802, -3.727, -3.126], [-5.856, 6.590, 3.898], [-4.630, 6.059, 4.442], [-3.887, 6.786, 5.448], [-4.897, 4.386, 5.079], [-4.399, 3.471, 3.955], [-3.179, 4.109, 3.260], [-3.538, 5.586, 3.074], [-5.941, 4.213, 5.317], [-4.251, 4.299, 5.951], [-4.153, 2.490, 4.360], [-5.252, 3.389, 3.276], [-2.998, 3.558, 2.340], [-2.283, 4.023, 3.877], [-4.136, 5.665, 2.164], [-2.708, 6.279, 2.963], [-3.892, 2.042, -3.036], [-3.186, 2.319, -1.799], [-1.842, 1.820, -1.546], [-3.213, 4.145, -1.538], [-3.833, 4.387, -0.184], [-4.902, 3.298, -0.003], [-4.327, 1.952, -0.404], [-3.934, 4.424, -2.314], [-2.292, 4.636, -1.839], [-3.069, 4.331, 0.601], [-4.321, 5.345, -0.004], [-5.670, 3.623, -0.713], [-5.370, 3.257, 0.979], [-5.089, 1.249, -0.729], [-3.687, 1.537, 0.376], [1.718, 1.069, -4.085], [1.563, 0.247, -5.238], [0.334, -0.373, -5.105], [-0.282, 0.133, -3.993], [0.550, 1.003, -3.369], [2.599, 1.610, -3.780], [2.337, 0.161, -5.983], [-0.226, -1.100, -5.672], [-1.235, -0.085, -3.720], [0.193, 1.640, -2.576], [-0.767, 5.691, 0.875], [0.269, 5.864, 1.825], [0.781, 4.598, 2.061], [0.092, 3.720, 1.284], [-0.855, 4.355, 0.541], [-1.427, 6.490, 0.570], [0.555, 6.782, 2.308], [1.528, 4.230, 2.745], [0.122, 2.729, 1.453], [-1.583, 3.852, -0.068], [0.727, -2.639, 4.515], [0.465, -3.720, 5.421], [-0.809, -3.469, 5.843], [-1.301, -2.301, 5.342], [-0.355, -1.815, 4.453], [1.635, -2.579, 3.931], [1.201, -4.368, 5.859], [-1.398, -3.982, 6.595], [-2.190, -1.870, 5.492], [-0.521, -0.917, 3.880], [5.480, -2.729, -1.526], [5.520, -1.627, -2.383], [4.229, -1.249, -2.689], [3.397, -2.148, -2.064], [4.143, -3.039, -1.358], [6.336, -3.214, -1.086], [6.386, -1.109, -2.768], [3.857, -0.409, -3.248], [2.393, -2.103, -2.040], [3.718, -3.772, -0.690], [0.751, -3.755, -3.630], [-0.369, -3.105, -3.048], [-0.441, -3.625, -1.780], [0.542, -4.553, -1.586], [1.282, -4.656, -2.745], [1.213, -3.625, -4.600], [-1.056, -2.355, -3.399], [-1.141, -3.383, -0.995], [0.645, -5.093, -0.743], [2.069, -5.382, -2.838], [1.968, -5.380, 1.301], [2.265, -6.480, 0.408], [3.633, -6.561, 0.291], [4.179, -5.605, 1.099], [3.175, -4.877, 1.655], [1.006, -5.040, 1.646], [1.583, -7.111, -0.142], [4.272, -7.204, -0.290], [5.155, -5.382, 1.150], [3.427, -4.044, 2.295], [4.772, -1.637, 2.081], [5.788, -2.577, 2.228], [5.888, -2.871, 3.591], [4.954, -2.107, 4.208], [4.239, -1.352, 3.318], [4.324, -1.298, 1.159], [6.359, -3.064, 1.454], [6.591, -3.529, 4.069], [4.890, -2.024, 5.209], [3.460, -0.695, 3.662], [1.051, -1.791, 0.710], [0.477, -0.957, -0.443], [-1.020, -0.684, -0.302], [-1.365, 0.328, 0.717], [-1.624, 1.110, 1.519], [1.155, -1.188, 1.616], [2.071, -2.132, 0.509], [0.482, -2.695, 0.928], [0.681, -1.429, -1.402], [0.962, 0.020, -0.452], [-1.674, -1.552, -0.273], [-1.267, -0.142, -1.225]], "mulliken_charge": [-0.72, 1.15, -0.65, -0.97, 1.16, 0.73, -0.77, 0.55, 0.39, -0.64, -0.38, 0.29, -0.89, 0.70, 0.15, -0.82, 1.00, -0.81, -0.71, -0.67, -0.73, -0.50, 0.41, 0.46, 0.38, 0.30, 0.40, 0.29, 0.14, 0.50, -0.67, 1.17, -0.69, -0.85, -0.69, 1.06, -0.63, 0.47, 0.38, 0.49, 0.08, -0.98, 0.37, 0.09, 0.54, -0.73, 1.00, -0.23, -1.71, 0.95, -0.76, -0.40, 0.54, 0.46, -1.17, 0.72, 0.38, 0.22, 0.58, 0.03, -0.13, -1.20, -0.37, 0.48, -0.83, 0.66, 0.40, 0.51, 0.12, 0.39, -0.35, -1.00, -0.87, 0.62, -0.25, 0.53, 0.53, 0.63, 0.06, -0.10, 0.63, -1.16, -0.33, 0.03, -1.23, 0.59, 0.39, 0.39, 0.18, 0.53, -0.88, -0.81, -0.60, 0.56, -0.71, 0.55, 0.43, 0.37, 0.08, 0.88, -1.33, 1.02, -0.91, 0.21, -0.59, 0.43, 0.33, 0.65, 0.15, 0.45, -0.24, -0.69, -0.67, 0.06, -0.80, 0.77, 0.51, 0.43, 0.27, 0.37, 1.12, -1.33, -0.87, 0.00, -0.86, 0.17, 0.64, 0.42, 0.22, 0.58, -0.62, 1.56, 1.34, -0.53, -0.63, 0.37, -0.33, 0.34, -1.25, 0.06, 0.84, -1.19], "total_charge": 0, "lumo_ev": 0.168, "smiles": "O=S1(=O)CCCC1.O=S1(=O)CCCC1.O=S1(=O)CCCC1.O=S1(=O)CCCC1.c1cc[nH]c1.c1cc[nH]c1.c1cc[nH]c1.c1cc[nH]c1.c1cc[nH]c1.c1cc[nH]c1.c1cc[nH]c1.CCCC#N", "e_homo_ev": -7.94}

{"formula": "C3H3N2OP", "method": "the ωB97M-V functional and the def2-TZVPD basis", "species": ["C", "C", "C", "N", "N", "O", "P", "H", "H", "H"], "positions_angstrom": [[-1.128, -1.447, 0.653], [-1.736, 1.521, -0.065], [1.404, 0.050, -0.249], [-1.071, -2.005, 1.653], [-2.130, 2.386, 0.520], [0.496, -0.356, -1.214], [-1.019, -0.716, -1.025], [1.499, -0.679, 0.468], [1.280, 1.015, 0.126], [2.404, 0.232, -0.868]], "mulliken_charge": [0.30, -0.09, -0.72, -0.29, -0.35, -0.17, 0.36, 0.38, 0.36, 0.23], "relative_energy_kcal_mol": 63.49, "total_charge": 0, "lumo_ev": -1.942, "e_homo_ev": -11.20}